(1)
# H17O9

A 9-piece molecular cluster, H17O9 overall at a distorted geometry (ωB97M-V/def2-TZVPD, the Open Molecules 2025 dataset).

Structure (XYZ):
```
26
Properties=species:S:1:pos:R:3:forces:R:3:mulliken_charge:R:1
O -0.89835 -0.15249 -0.66677 0.68 0.24 0.87 -0.851
H -0.38212 0.91255 -2.64384 1.30 1.79 -0.69 0.269
H -2.29685 0.08216 -0.26554 -1.66 0.57 -1.47 0.385
O -2.92277 1.05490 2.67874 0.16 -0.21 -0.38 -0.683
H -2.09673 0.79580 2.20894 -0.69 0.39 0.60 0.354
O 3.19306 -0.20122 -2.19915 0.43 -0.08 1.09 -0.622
H 3.12831 -1.02506 -1.67642 -0.43 0.34 -0.48 0.284
H 0.79155 2.01484 -2.96598 -0.04 -0.54 0.62 0.295
O 3.68036 -0.49744 1.60975 -1.29 -0.62 -1.08 -0.675
H 0.41941 -1.13034 -0.02070 3.70 0.59 -1.04 0.628
H 4.00245 -0.92132 0.78830 0.04 0.34 0.70 0.287
O -3.31041 0.33758 -0.46685 0.54 -0.32 1.17 -0.767
H -1.35257 -2.76104 1.09447 -0.21 -0.13 0.15 0.296
H 2.69535 -0.59234 1.41672 1.35 0.41 0.28 0.413
O 1.48688 -1.35276 -0.00531 -2.54 -0.12 1.41 -0.721
H 3.25071 0.43834 -1.46282 -0.18 -0.20 -0.58 0.331
H 1.33520 -1.96234 0.76005 0.68 0.29 -1.00 0.262
O -0.00499 1.58827 -3.28495 -1.28 -0.99 0.06 -0.678
H -3.23117 0.83885 -1.27842 0.12 0.08 -0.10 0.251
H -3.57990 1.14924 1.97487 0.24 -0.19 -0.05 0.331
O -0.33316 1.63955 1.90790 0.94 -0.45 1.52 -0.719
H -0.47250 1.28358 1.04164 -0.22 0.12 -1.40 0.361
H -0.68959 2.51071 2.06046 -0.39 0.10 -0.61 0.309
O -0.65886 -2.19719 0.75593 -1.50 -0.68 0.55 -0.775
H -1.11079 -1.48461 0.19775 0.37 -0.28 0.10 0.367
H -0.64252 -0.36823 -1.55877 -0.10 -0.46 -0.24 0.067
```
Positions in Å, forces in eV/Å.

- highest occupied orbital energy (eV) = -6.204
- LUMO level (Eh) = 0.123
- net charge = -1
- energy relative to the best compared isomer or geometry (same formula, charge and spin) (kJ/mol) = 180.7
- maximum force (eV Å⁻¹) = 3.9

***

(2)
# C4H9NO

A 2-piece molecular cluster, C4H9NO overall at a distorted geometry (ωB97M-V/def2-TZVPD, the Open Molecules 2025 dataset).

Structure (XYZ):
```
15
Properties=species:S:1:pos:R:3:forces:R:3:mulliken_charge:R:1
C -2.44191 0.79123 1.52951 -0.27 0.00 -0.07 -0.818
C -2.55692 0.44439 0.25046 0.94 0.67 -0.44 0.122
N -1.59762 -0.19000 -0.50199 -0.04 -0.65 -0.54 -0.342
H -1.63927 0.40371 2.14065 0.02 0.13 0.13 0.248
H -3.13851 1.52181 1.91231 -0.01 -0.20 0.31 0.227
H -3.31952 0.88658 -0.37716 -0.43 -0.19 0.14 0.260
H -0.66626 -0.42040 -0.20153 -0.20 0.17 0.43 0.148
H -1.84781 -0.64595 -1.36056 -0.19 0.10 0.03 0.173
C 2.97414 -1.20624 -0.11642 -0.36 0.15 -0.02 -0.689
C 2.48320 -0.03865 -0.49708 -0.32 -0.15 0.84 0.066
O 1.22016 0.08238 -1.05420 1.29 0.39 -0.66 -0.473
H 3.81074 -1.24007 0.56634 0.20 -0.09 -0.34 0.239
H 2.45223 -2.11073 -0.39571 0.04 -0.13 0.16 0.252
H 2.96768 0.89578 -0.22099 -0.09 0.02 -0.17 0.280
H 1.29965 0.82619 -1.67361 -0.59 -0.23 0.20 0.307
```
Positions in Å, forces in eV/Å.

- highest occupied orbital energy (eV) = -7.824
- LUMO level (Eh) = 0.028
- net charge = 0
- energy relative to the best compared isomer or geometry (same formula, charge and spin) (kJ/mol) = 253.5
- maximum force (eV Å⁻¹) = 1.5

***

(3)
# C2H10O4

A 3-piece molecular cluster, C2H10O4 overall (ωB97M-V/def2-TZVPD, the Open Molecules 2025 dataset).

Structure (XYZ):
```
16
Properties=species:S:1:pos:R:3:forces:R:3:mulliken_charge:R:1
O 1.96232 -0.41790 -0.72759 -0.10 0.09 -0.17 -0.487
C 1.99635 -0.35866 0.68364 0.03 -0.03 0.32 -0.555
C 1.02450 0.64733 1.26765 0.13 -0.12 -0.25 -0.361
O -0.28687 0.29044 0.83197 -0.04 0.32 0.40 -0.483
H 2.08330 0.47039 -1.08222 0.05 -0.05 0.04 0.316
H 1.72887 -1.35199 1.04460 -0.06 -0.03 -0.11 0.302
H 3.00945 -0.15331 1.04722 -0.02 0.14 0.01 0.312
H 1.27567 1.66511 0.94276 -0.01 -0.02 -0.11 0.325
H 1.09594 0.63646 2.35897 0.00 -0.13 0.01 0.325
H -0.90964 0.78483 1.37640 -0.10 -0.12 -0.15 0.261
O -3.91650 0.00116 -1.06929 0.19 -0.03 0.15 -0.646
H -3.08771 -0.46802 -1.25473 -0.17 0.06 -0.19 0.378
H -3.65486 0.91552 -0.92257 -0.02 -0.07 -0.09 0.294
O -1.11671 -1.02756 -1.63894 -0.19 0.24 0.18 -0.693
H -0.24002 -1.13115 -2.02294 -0.02 -0.01 0.09 0.307
H -0.96411 -0.50265 -0.83494 0.32 -0.24 -0.12 0.405
```
Positions in Å, forces in eV/Å.

- highest occupied orbital energy (eV) = -10.860
- LUMO level (Eh) = 0.015
- net charge = 0
- energy relative to the best compared isomer or geometry (same formula, charge and spin) (kJ/mol) = 41.1
- maximum force (eV Å⁻¹) = 0.5

***

(4)
# C27H30Cl2N6O3Ti

C27H30Cl2N6O3Ti as an isolated structure (ωB97M-V/def2-TZVPD, the Open Molecules 2025 dataset).

Structure (XYZ):
```
69
Properties=species:S:1:pos:R:3:forces:R:3:mulliken_charge:R:1
Ti 1.36297 0.02597 0.17301 0.01 -0.49 0.74 -0.882
C -2.64821 0.91926 1.00254 -0.02 0.10 0.12 -0.674
C -3.29092 1.03809 -0.40058 -0.12 0.01 -0.03 -1.124
N -2.48935 0.52184 -1.48315 0.10 0.05 0.02 0.333
C -2.74153 -0.81147 -1.96763 -0.11 -0.05 -0.08 -1.141
C -1.51684 -1.71691 -2.06707 -0.06 -0.15 -0.05 -0.882
N -0.81676 -1.94900 -0.81762 0.14 0.08 -0.06 0.321
C -1.57869 -2.55049 0.26268 -0.09 -0.03 -0.02 -0.665
C -2.39101 -1.53996 1.11565 -0.03 -0.09 0.03 -1.177
N -1.81366 -0.23020 1.15518 0.06 -0.03 -0.03 0.242
H -3.47639 0.96721 1.73819 0.03 0.04 -0.01 0.391
H -2.01987 1.79401 1.17976 0.03 -0.03 -0.05 0.147
H -3.48093 2.10051 -0.57973 -0.03 -0.02 0.03 0.506
H -4.28195 0.55577 -0.38693 0.05 -0.04 -0.02 0.358
H -2.31401 1.19113 -2.21208 -0.05 -0.01 -0.02 0.168
H -3.20080 -0.80131 -2.96957 0.05 0.02 0.03 0.464
H -3.48227 -1.28962 -1.32151 0.01 0.02 0.00 0.324
H -0.80196 -1.27676 -2.76606 0.00 0.04 0.02 0.287
H -1.87589 -2.66641 -2.51413 0.01 0.05 0.01 0.467
H -0.00091 -2.51292 -1.01573 -0.02 -0.03 0.08 0.198
H -0.87172 -3.06131 0.91544 0.03 0.04 -0.01 0.160
H -2.27446 -3.32405 -0.11105 0.00 0.02 0.03 0.430
H -2.50680 -1.98645 2.11599 0.00 0.00 -0.03 0.540
H -3.40512 -1.45211 0.71834 0.02 0.02 -0.02 0.403
H -1.01800 -0.13695 1.76588 -0.03 0.00 0.05 0.166
C 4.94284 -1.24198 3.64881 0.02 -0.02 0.02 -1.015
O 4.47055 -0.35969 2.65991 -0.06 0.06 -0.03 -0.388
C 3.61552 0.62376 3.08322 -0.01 0.01 0.10 0.550
C 3.55220 1.08085 4.39370 0.03 -0.02 -0.04 -0.677
C 2.64434 2.09460 4.71659 -0.01 0.01 0.01 -0.655
C 1.78323 2.59875 3.77261 0.02 -0.01 -0.02 -1.144
C 1.78613 2.11351 2.44191 -0.07 0.09 0.19 1.055
C 0.80342 2.54651 1.50411 0.19 0.12 -0.23 -0.696
N 0.60154 1.81113 0.38476 -0.25 0.09 0.01 1.224
N 0.12935 2.40199 -0.77122 0.01 0.23 0.20 -1.006
C 0.35004 1.62623 -1.77467 0.07 -0.11 -0.32 0.470
O 0.95830 0.44700 -1.67397 -0.20 0.27 -0.42 -0.530
C -0.09364 2.02892 -3.12623 0.00 -0.02 0.09 0.255
C 0.14629 1.19059 -4.21276 0.00 0.05 -0.02 -0.068
C -0.29425 1.54123 -5.48169 0.00 0.01 0.03 -0.946
C -0.97934 2.73130 -5.67830 -0.01 0.00 -0.05 -0.350
C -1.21668 3.57296 -4.59698 -0.01 0.02 0.00 -0.665
C -0.77849 3.22718 -3.33064 -0.02 0.03 -0.03 -0.062
C 2.78286 1.16061 2.09920 0.10 0.13 -0.16 1.159
O 2.93765 0.74043 0.82027 0.22 0.08 0.17 -1.094
H 5.42470 -2.06225 3.12005 0.01 -0.01 0.01 0.270
H 5.67568 -0.76461 4.30953 -0.01 -0.02 0.00 0.339
H 4.11761 -1.63484 4.25142 0.02 0.00 0.00 0.399
H 4.19393 0.66195 5.15596 -0.01 0.01 0.00 0.313
H 2.60319 2.46309 5.73458 0.00 0.00 0.01 0.360
H 1.05004 3.34831 4.04638 -0.01 0.01 0.01 0.376
H 0.27278 3.48627 1.62548 -0.03 -0.05 0.03 0.345
H 0.68405 0.26814 -4.04458 0.00 -0.02 0.01 0.427
H -0.10172 0.87942 -6.31723 -0.01 0.00 -0.01 0.383
H -1.32867 3.00423 -6.66653 0.01 0.00 0.00 0.379
H -1.74840 4.50551 -4.74268 0.00 0.00 -0.01 0.378
H -0.95688 3.87306 -2.48144 0.00 -0.01 0.02 0.453
Cl 2.64526 -2.12584 -0.63966 0.09 -0.24 -0.04 -0.267
C 2.26556 -3.06682 0.80985 0.07 -0.03 -0.13 0.915
C 2.73173 -4.35317 0.93280 -0.04 0.00 0.09 -0.778
C 2.40403 -5.07376 2.07757 0.03 0.01 -0.05 -0.530
C 1.60708 -4.46611 3.04429 0.01 -0.03 0.01 -0.467
C 1.14970 -3.17634 2.88300 -0.01 0.04 0.08 0.671
Cl 0.13839 -2.47013 4.11286 -0.01 0.02 -0.01 -0.253
C 1.45940 -2.36971 1.75117 -0.02 -0.01 0.08 -0.967
N 1.05691 -1.13205 1.53816 -0.09 -0.16 -0.32 0.304
H 3.34086 -4.78315 0.14892 0.01 -0.02 -0.01 0.412
H 2.75658 -6.08674 2.21060 0.00 -0.01 0.00 0.351
H 1.32867 -5.00279 3.94205 0.00 -0.01 0.00 0.409
```
Positions in Å, forces in eV/Å.

- highest occupied orbital energy (spin up / spin down) (eV) = -2.268 / -4.332
- LUMO level (spin up / spin down) (Eh) = 0.100 / 0.100
- expectation value of S² = 0.78
- net charge = -1
- spin multiplicity = 2
- energy relative to the best compared isomer or geometry (same formula, charge and spin) (kJ/mol) = 98.4
- maximum force (eV Å⁻¹) = 0.9